Entry from the Open Molecules 2025 dataset: the molecule C13H18N2 in a non-equilibrium geometry (ωB97M-V with the def2-TZVPD basis set).

```
33
Properties=species:S:1:pos:R:3:forces:R:3:nbo_charge:R:1
C -0.1882 -1.9623 -0.1027 0.300 1.950 -0.114 0.081
C -0.6137 -0.6576 -0.0927 2.316 -1.448 -0.729 0.281
C 1.8580 -1.1303 -0.1828 1.867 -0.201 -1.628 0.374
C 3.2973 -1.2211 -0.3741 1.138 -1.635 1.596 -0.245
C 4.0718 -0.1321 -0.0890 -0.339 0.333 0.512 -0.165
C 3.3896 1.1296 0.0386 2.475 -1.143 0.557 -0.304
C 2.0717 1.2435 -0.0875 -1.698 -0.306 -0.309 0.203
C -1.1866 -3.0948 0.1190 1.000 0.109 0.390 -0.635
C 1.4524 2.5600 -0.3374 -0.159 1.840 1.045 -0.640
C -2.9204 -0.5606 0.5853 -2.606 0.657 5.175 -0.561
C -2.3243 0.8532 -1.2366 -0.062 -0.410 -0.170 -0.582
C -1.4074 1.2596 1.0449 0.876 0.862 2.665 -0.598
C -1.8213 0.2097 0.0697 2.009 0.644 -1.307 -0.233
N 1.1798 -2.2788 -0.2201 -2.210 1.355 0.690 -0.554
N 1.3117 0.1222 -0.1413 -3.173 -3.016 -0.216 -0.417
H 3.7747 -2.2754 -0.3714 -1.089 1.903 -0.305 0.232
H 5.1673 -0.1973 0.1565 -1.251 0.033 -0.722 0.223
H 3.9422 1.9668 0.3823 0.482 0.868 -0.300 0.213
H -0.7815 -3.5463 1.0991 -1.490 0.433 -1.308 0.246
H -2.2603 -2.8135 -0.0232 1.207 -0.314 0.968 0.223
H -1.0084 -3.8048 -0.6717 0.308 -0.520 -0.188 0.234
H 2.0215 3.3737 0.1969 -0.298 -0.803 -0.783 0.225
H 0.4285 2.7105 -0.0101 -0.040 -0.478 0.183 0.222
H 1.4210 2.7730 -1.3988 0.314 0.054 -0.316 0.230
H -3.6943 0.2552 0.7888 0.484 -1.332 -0.237 0.216
H -3.3281 -1.2669 -0.0276 -1.118 -1.618 -1.936 0.203
H -2.8044 -1.0823 1.6178 0.321 0.934 -1.654 0.220
H -3.3467 1.3096 -1.1346 1.137 -0.221 0.064 0.214
H -1.5592 1.5662 -1.4941 -0.060 0.560 -0.572 0.210
H -2.3648 0.0854 -2.0152 -0.086 0.167 -0.012 0.215
H -2.0184 1.2911 2.0115 0.879 -0.274 -1.268 0.219
H -0.3270 1.0592 1.2569 -1.146 0.519 0.550 0.243
H -1.4324 2.2556 0.6436 -0.290 0.496 -0.319 0.207
```
Forces are in eV/Å.

Values from the calculation:
- largest force on an atom (Eh/bohr) = 0.1134
- DFT total energy (eV) = -16749.267
- HOMO energy (eV) = -7.3845
- orbital gap (eV) = 8.05